(1)
C2H3IN2O | wB97M-V/def2-TZVPD

The relative energy (zero: lowest compared OMol25 entry of this formula, charge and spin) is 86.3 kcal per mole. The SMILES is N=C=C=O.NI. The HOMO-LUMO gap is 7.461 eV.

Geometry (Å):
C1 -1.65595 -0.81285 0.60779
C2 -1.54622 -2.10535 0.33419
N1 1.52962 -1.15098 1.91098
N2 -1.15239 -3.24004 0.51384
O1 -2.09369 0.23028 0.33466
I1 1.79185 -0.24974 0.06248
H1 1.12230 -0.49770 2.55629
H2 2.51214 -1.29720 2.19686
H3 -0.77057 -3.54146 1.32582

Here are the natural (NBO) charges for atoms 1 to 8, given in e: 0.453 0.105 -0.983 -0.504 -0.426 0.257 0.369 0.370

***

(2)
C2H3IN2O | wB97M-V/def2-TZVPD

The relative energy (zero: lowest compared OMol25 entry of this formula, charge and spin) is 0.0 kcal per mole. The SMILES is [H]/N=C(\I)C(N)=O. The HOMO-LUMO gap is 9.749 eV.

Geometry (Å):
C1 -0.73944 1.42038 -0.04115
C2 -1.33992 -0.00929 0.34711
N1 0.44598 1.54582 -0.31817
N2 -0.43307 -1.03344 0.34858
O1 -2.50073 -0.12810 0.64127
I1 -2.37012 2.80747 -0.08868
H1 0.80948 2.45584 -0.55736
H2 0.57043 -0.97965 0.34662
H3 -0.57224 -1.80373 0.95873

Here are the natural (NBO) charges for atoms 1 to 8, given in e: 0.109 0.607 -0.614 -0.818 -0.556 0.094 0.376 0.406

***

(3)
C2H3IN2O | wB97M-V/def2-TZVPD

The relative energy (zero: lowest compared OMol25 entry of this formula, charge and spin) is 22.9 kcal per mole. The SMILES is c1nnco1.I. The HOMO-LUMO gap is 10.814 eV.

Geometry (Å):
C1 -0.27482 -0.46717 -0.00292
C2 0.40124 -0.39903 -1.98104
N1 0.28107 0.68437 -0.16710
N2 0.71976 0.72644 -1.44091
O1 -0.23282 -1.21289 -1.11852
I1 0.07024 0.86633 4.12346
H1 0.13491 1.87281 2.91800
H2 -0.73223 -0.84342 0.88872
H3 0.61417 -0.72781 -2.97720

Here are the natural (NBO) charges for atoms 1 to 8, given in e: 0.284 0.281 -0.296 -0.284 -0.401 -0.112 0.112 0.210